No. 1
CH3I2O2P in the gas phase in a non-equilibrium geometry, computed with the ωB97M-V functional and the def2-TZVPD basis.

The geometry in XYZ format:
```
9
Properties=species:S:1:pos:R:3:forces:R:3
C 0.083 -0.924 -0.927 2.502 -0.044 6.046
O -0.455 0.352 -0.886 -0.107 1.996 3.442
P -0.361 1.106 0.645 0.722 -1.116 -3.014
O -1.025 2.385 0.571 -0.375 0.939 0.343
I 2.059 1.165 1.023 -0.412 0.127 0.045
I -1.198 -0.367 2.313 -0.188 -0.178 0.140
H 1.214 -0.949 -0.811 -1.038 0.409 0.341
H 0.007 -1.190 -1.848 -1.368 -2.565 -5.648
H -0.325 -1.578 -0.081 0.263 0.432 -1.694
```
Positions in Å, forces in eV/Å.

Summary:
Charge ... 0
Relative energy (zero: lowest compared OMol25 entry of this formula, charge and spin) ... 13.9 kcal per mole
LUMO energy ... -1.125 eV
E_tot ... -1127.171230 Ha
F_max ... 6.5 eV/A
Highest occupied orbital energy ... -10.1 eV
SMILES ... COP(=O)(I)I
Gap between HOMO and LUMO ... 8.962 eV

No. 2
A molecular structure, C60H42Cl5FGeP3Re in a non-equilibrium geometry, computed with the ωB97M-V functional and the def2-TZVPD basis.

The geometry in XYZ format:
```
113
Properties=species:S:1:pos:R:3:forces:R:3
Re 0.268 -0.151 0.572 1.004 -0.175 1.220
F 1.575 -1.627 -3.799 -0.020 0.098 0.061
Ge 0.815 -1.025 -2.324 -0.288 -0.422 -1.650
C -0.578 0.053 -3.232 0.510 -0.098 0.621
C -0.602 0.006 -4.623 0.111 -0.012 -0.113
C -1.684 0.523 -5.319 0.059 -0.035 0.022
C -2.761 1.065 -4.630 -0.099 0.036 -0.024
C -2.746 1.115 -3.249 0.080 -0.055 0.035
C -1.637 0.629 -2.545 0.080 0.103 -0.007
P -1.665 0.816 -0.743 -0.739 0.502 -0.696
C -3.333 0.180 -0.412 0.053 -0.083 0.225
C -3.695 -0.993 -1.077 0.057 -0.003 0.093
C -5.017 -1.396 -1.086 0.024 -0.150 0.035
C -5.978 -0.648 -0.415 -0.047 -0.085 0.006
C -5.615 0.501 0.268 -0.058 0.046 0.076
C -4.293 0.920 0.274 0.082 -0.047 -0.030
C -1.854 2.615 -0.478 0.150 0.028 0.127
C -2.111 3.096 0.811 0.165 0.042 -0.116
C -2.500 4.412 1.005 0.036 -0.020 0.095
C -2.634 5.264 -0.081 0.015 0.073 -0.023
C -2.319 4.811 -1.353 -0.034 0.004 -0.029
C -1.914 3.501 -1.554 -0.112 -0.082 0.092
C -0.015 -2.860 -1.908 0.324 0.743 0.692
C -0.109 -3.631 -3.059 0.009 0.104 -0.219
C -0.379 -4.992 -2.987 -0.057 -0.024 0.085
C -0.525 -5.603 -1.754 0.005 -0.093 -0.068
C -0.494 -4.836 -0.601 0.163 0.175 -0.013
C -0.288 -3.454 -0.665 0.020 -0.164 -0.073
P -0.468 -2.522 0.878 -0.707 -1.015 0.105
C 0.454 -3.341 2.225 0.055 0.115 0.171
C 0.192 -2.877 3.517 -0.002 -0.004 -0.160
C 0.792 -3.473 4.612 0.007 0.024 0.063
C 1.667 -4.535 4.429 0.027 0.012 -0.023
C 1.937 -4.996 3.149 0.004 -0.032 0.034
C 1.341 -4.403 2.047 -0.228 -0.147 0.131
C -2.207 -2.844 1.409 -0.019 0.185 -0.127
C -2.893 -3.973 0.952 0.018 0.087 0.003
C -4.116 -4.324 1.499 -0.055 -0.069 -0.090
C -4.696 -3.551 2.489 -0.099 0.071 0.024
C -4.044 -2.410 2.927 -0.010 0.037 0.001
C -2.815 -2.062 2.391 0.015 -0.027 -0.042
C 2.629 -0.155 -1.762 -0.912 -0.083 0.475
C 3.670 -0.805 -2.417 0.137 -0.279 -0.089
C 4.962 -0.302 -2.370 -0.086 0.043 0.031
C 5.238 0.852 -1.653 0.095 0.024 0.004
C 4.218 1.486 -0.968 -0.134 0.003 0.032
C 2.917 0.982 -1.005 0.232 0.111 0.078
P 1.637 1.854 -0.081 0.484 0.366 -0.664
C 1.334 3.315 -1.117 -0.193 -0.035 0.071
C 1.636 3.245 -2.479 0.024 -0.066 0.093
C 1.504 4.370 -3.277 -0.028 0.005 -0.060
C 1.088 5.573 -2.725 -0.012 -0.072 -0.039
C 0.784 5.644 -1.372 -0.038 0.080 0.060
C 0.879 4.518 -0.573 -0.012 -0.015 -0.080
C 2.417 2.577 1.422 -0.012 0.166 0.244
C 2.935 3.830 1.444 0.059 -0.164 -0.315
C 3.287 4.457 2.673 -0.046 -0.102 -0.093
C 3.135 3.826 3.883 0.107 -0.246 0.346
C 2.765 2.486 3.906 -0.449 0.370 -0.202
C 2.322 1.800 2.683 0.398 -0.233 -0.260
H 0.219 -0.448 -5.161 -0.037 0.012 -0.019
H -1.692 0.481 -6.400 -0.021 0.016 -0.002
H -3.617 1.446 -5.171 0.003 -0.007 0.004
H -3.587 1.532 -2.709 -0.030 0.005 -0.057
H -2.950 -1.555 -1.631 -0.060 -0.056 -0.007
H -5.303 -2.285 -1.632 -0.013 -0.019 0.022
H -7.013 -0.962 -0.433 0.009 0.018 -0.014
H -6.364 1.093 0.776 0.005 -0.029 0.014
H -4.029 1.844 0.767 -0.131 -0.066 -0.003
H -2.043 2.432 1.659 -0.088 0.062 0.045
H -2.727 4.765 2.003 -0.005 -0.012 -0.007
H -2.978 6.280 0.065 0.016 -0.004 -0.002
H -2.395 5.477 -2.203 0.004 0.010 0.009
H -1.663 3.178 -2.553 0.001 -0.012 -0.044
H 0.075 -3.189 -4.028 -0.007 -0.045 0.026
H -0.439 -5.572 -3.898 0.016 -0.004 -0.001
H -0.676 -6.672 -1.685 -0.001 0.006 -0.007
H -0.629 -5.311 0.362 0.035 -0.062 -0.040
H -0.501 -2.059 3.665 0.001 -0.041 0.099
H 0.560 -3.124 5.610 0.025 0.017 -0.007
H 2.133 -5.011 5.281 -0.021 0.005 0.016
H 2.607 -5.834 3.008 0.004 0.011 -0.030
H 1.568 -4.779 1.061 -0.088 -0.126 0.112
H -2.489 -4.602 0.179 -0.156 0.076 -0.019
H -4.614 -5.216 1.140 -0.010 0.024 0.002
H -5.656 -3.825 2.906 0.029 -0.022 0.014
H -4.487 -1.787 3.693 -0.003 -0.002 -0.012
H -2.339 -1.175 2.765 0.047 0.143 0.043
H 3.485 -1.701 -2.991 0.053 0.053 0.031
H 5.745 -0.819 -2.909 0.022 0.011 0.013
H 6.242 1.256 -1.627 -0.005 -0.010 0.005
H 4.420 2.389 -0.405 0.098 -0.020 -0.016
H 2.003 2.326 -2.916 -0.016 -0.006 -0.036
H 1.753 4.309 -4.328 -0.027 0.001 -0.001
H 0.991 6.449 -3.352 0.054 0.027 0.032
H 0.463 6.582 -0.938 -0.043 -0.020 -0.002
H 0.605 4.587 0.472 -0.073 0.009 0.001
H 3.042 4.394 0.528 0.010 0.056 0.053
H 3.637 5.482 2.642 0.019 0.010 0.013
H 3.362 4.347 4.803 -0.042 -0.026 0.012
H 2.534 2.005 4.848 0.249 -0.117 0.040
H 1.249 1.653 2.872 -0.194 0.072 0.168
Cl -0.635 0.556 2.517 -0.009 -0.237 -0.424
C 2.872 0.381 2.432 0.230 -0.185 0.006
C 2.241 -0.497 1.516 0.162 0.232 0.231
C 2.983 -1.649 1.199 -0.139 0.176 0.152
Cl 2.440 -2.715 -0.023 0.191 0.409 -0.570
C 4.173 -2.016 1.818 0.029 -0.127 -0.034
Cl 4.942 -3.488 1.425 0.069 0.004 0.028
C 4.748 -1.157 2.739 0.198 -0.057 0.058
Cl 6.227 -1.550 3.490 -0.058 -0.032 -0.033
C 4.118 0.056 2.989 -0.313 0.165 -0.065
Cl 4.981 1.165 3.988 -0.101 0.199 0.056
```
Positions in Å, forces in eV/Å.

Summary:
2S+1 ... 4
Charge ... +3
Expectation value of S² ... 3.78
LUMO energy (alpha / beta) ... -10.193 / -10.013 eV
E_tot ... -7890.772031 Ha
F_max ... 1.7 eV/A
Highest occupied orbital energy (alpha / beta) ... -15.6 / -15.5 eV
Gap between HOMO and LUMO (alpha / beta) ... 5.368 / 5.527 eV

No. 3
A molecular structure, C2H3HgO in a non-equilibrium geometry, computed with the ωB97M-V functional and the def2-TZVPD basis.

The geometry in XYZ format:
```
7
Properties=species:S:1:pos:R:3:forces:R:3
O 0.619 1.212 -0.603 -4.032 1.416 -1.544
C -0.446 0.699 -0.472 3.115 -1.580 1.545
C -1.094 -0.298 0.155 -2.031 0.552 -0.947
H -2.081 -0.052 0.555 0.327 0.056 0.296
H -1.104 -1.298 -0.288 0.489 0.396 -0.075
Hg 2.722 0.606 -0.057 1.407 -1.343 0.940
H 1.385 -0.870 0.710 0.725 0.503 -0.215
```
Positions in Å, forces in eV/Å.

Summary:
2S+1 ... 2
Charge ... 0
Relative energy (zero: lowest compared OMol25 entry of this formula, charge and spin) ... 41.5 kcal per mole
Expectation value of S² ... 0.77
LUMO energy (alpha / beta) ... -0.175 / -1.048 eV
E_tot ... -306.490878 Ha
F_max ... 4.5 eV/A
Highest occupied orbital energy (alpha / beta) ... -7.5 / -9.2 eV
Gap between HOMO and LUMO (alpha / beta) ... 7.352 / 8.152 eV